147
Properties=species:S:1:pos:R:3:mulliken_charge:R:1 method="wB97M-V/def2-TZVPD" homo_ev=-9.627 e_lumo_ev=-1.131 gap_ha=0.3122 charge=0
C 3.40 -1.43 -1.28 -1.2061
C 3.37 -0.15 -2.12 0.0824
C 2.19 -0.11 -3.13 -0.3279
C 1.29 1.14 -3.07 -1.1487
C 0.41 1.26 -1.86 0.4797
C -0.94 1.15 -1.81 -0.0778
C -1.93 0.90 -2.90 -0.7174
C -2.99 -0.11 -2.52 0.0403
N -2.89 -1.32 -2.87 -0.7085
C -1.35 1.37 -0.40 0.4161
O -2.35 1.06 0.19 -0.5122
O -0.30 1.95 0.26 -0.2654
C 0.83 1.55 -0.45 0.1964
O 1.86 1.43 0.14 0.1409
H 3.15 -2.29 -1.91 0.3767
H 4.39 -1.62 -0.87 0.4579
H 2.67 -1.40 -0.47 -0.0635
H 4.30 -0.11 -2.69 0.5033
H 3.36 0.72 -1.48 -0.2511
H 2.63 -0.15 -4.13 -0.1875
H 1.57 -1.00 -3.03 0.5874
H 0.60 1.08 -3.92 0.3734
H 1.87 2.06 -3.21 0.3800
H -1.42 0.54 -3.79 0.4142
H -2.43 1.85 -3.14 0.2618
H -3.84 0.28 -1.94 0.4776
H -3.69 -1.85 -2.54 0.2979
C 3.11 -0.88 -7.24 -0.5337
O 3.10 -1.49 -5.95 -0.4405
H 2.65 0.09 -7.14 0.1955
H 4.14 -0.75 -7.60 0.2250
H 2.54 -1.47 -7.97 0.2962
H 3.51 -2.35 -6.02 0.2590
C 5.12 -4.89 -1.05 -0.2773
O 5.74 -3.66 -0.66 -0.4563
H 4.20 -4.63 -1.57 0.1830
H 5.76 -5.46 -1.73 0.3110
H 4.87 -5.48 -0.18 -0.0060
H 6.55 -3.88 -0.19 0.2722
C 5.41 2.10 -6.44 -0.3797
O 5.90 1.08 -7.30 -0.4745
H 4.81 1.61 -5.67 -0.0031
H 6.22 2.65 -5.96 0.3174
H 4.78 2.82 -6.98 0.2637
H 6.42 1.51 -7.99 0.2806
C -4.75 -0.34 2.76 -0.1598
O -4.30 -1.45 1.97 -0.4666
H -5.37 -0.73 3.56 -0.1064
H -3.91 0.19 3.19 0.2816
H -5.34 0.34 2.15 0.1912
H -3.75 -1.09 1.27 0.2106
C -6.82 2.57 4.75 -0.5962
O -6.94 1.15 4.64 -0.4468
H -6.04 2.76 5.48 0.3043
H -6.53 3.02 3.80 0.2362
H -7.75 3.03 5.08 0.1992
H -7.63 0.98 3.99 0.2693
C 2.84 -0.97 2.50 0.3524
O 3.42 0.33 2.35 -0.4521
H 3.61 -1.63 2.90 0.3240
H 2.00 -0.97 3.19 -0.3147
H 2.51 -1.36 1.53 -0.0964
H 2.73 0.90 1.99 0.2495
C 6.95 3.88 -9.91 -0.5537
O 6.68 2.48 -9.97 -0.5210
H 7.74 4.02 -9.17 0.2920
H 7.29 4.27 -10.87 0.2603
H 6.07 4.44 -9.59 0.2397
H 5.99 2.34 -10.62 0.2797
C 3.13 -5.78 2.37 -0.5930
O 3.24 -6.52 1.15 -0.5009
H 4.05 -5.21 2.49 0.2532
H 2.28 -5.10 2.36 0.2929
H 3.03 -6.46 3.23 0.3014
H 2.43 -7.03 1.05 0.2574
C 0.20 -3.43 4.90 -0.4239
O 1.61 -3.29 4.76 -0.5134
H -0.09 -4.37 4.45 0.1749
H -0.10 -3.44 5.95 0.3062
H -0.32 -2.62 4.39 0.1698
H 1.84 -2.44 5.15 0.2729
C -6.22 -2.42 5.62 -0.4774
O -5.67 -3.35 4.68 -0.4083
H -6.75 -2.98 6.37 0.3229
H -5.43 -1.83 6.10 0.2914
H -6.91 -1.74 5.11 0.0175
H -5.20 -2.83 4.01 0.2952
C -3.44 -5.70 3.51 -0.6028
O -2.67 -4.53 3.28 -0.3728
H -2.74 -6.46 3.87 0.2391
H -4.21 -5.54 4.27 0.2595
H -3.90 -6.07 2.59 0.2583
H -3.25 -3.84 2.93 0.2310
C -3.09 4.22 1.68 -0.5738
O -4.05 3.56 0.87 -0.5262
H -3.63 4.93 2.31 0.3391
H -2.56 3.51 2.33 0.1842
H -2.35 4.77 1.08 0.2813
H -3.57 2.93 0.32 0.2996
C -8.72 6.05 4.06 -0.5875
O -8.17 5.10 3.16 -0.4465
H -9.29 5.49 4.80 0.2128
H -7.95 6.63 4.57 0.2713
H -9.40 6.74 3.55 0.2895
H -7.66 5.58 2.49 0.2739
C -0.24 0.53 6.08 -0.6403
O 0.53 -0.24 5.17 -0.3335
H -0.81 -0.17 6.69 0.2277
H 0.39 1.13 6.74 0.2946
H -0.94 1.19 5.55 0.2361
H 1.04 0.36 4.62 0.1868
C 6.38 -7.84 1.98 -0.4735
O 6.99 -6.60 2.34 -0.4873
H 5.45 -7.61 1.48 0.1236
H 7.02 -8.41 1.30 0.3011
H 6.17 -8.45 2.87 0.2690
H 7.82 -6.79 2.79 0.2691
C -7.19 -0.36 -0.54 -0.3945
O -6.66 0.68 -1.35 -0.5041
H -7.36 -1.23 -1.17 0.3211
H -6.50 -0.65 0.25 0.0358
H -8.14 -0.07 -0.09 0.2925
H -6.52 1.45 -0.79 0.2823
C -9.57 -3.04 3.65 -0.4098
O -9.29 -4.42 3.84 -0.5293
H -10.65 -2.93 3.57 0.3010
H -9.22 -2.45 4.50 0.1507
H -9.11 -2.67 2.73 0.1696
H -8.33 -4.52 3.91 0.3084
C 6.63 7.90 -10.35 -0.5231
O 7.09 6.89 -11.24 -0.4645
H 6.01 7.40 -9.60 0.1894
H 7.45 8.40 -9.84 0.2705
H 6.02 8.64 -10.86 0.2678
H 7.64 7.31 -11.91 0.2799
C 1.33 5.34 1.51 -0.7228
O 1.20 4.53 0.35 -0.4634
H 0.86 6.30 1.31 0.2854
H 0.83 4.88 2.38 0.2542
H 2.38 5.50 1.75 0.3003
H 1.62 3.69 0.55 0.2839
C 4.73 3.14 1.92 -0.3413
O 4.87 2.80 0.55 -0.5642
H 5.64 3.66 2.21 0.3345
H 3.88 3.81 2.09 -0.0128
H 4.62 2.25 2.53 0.2327
H 4.09 2.30 0.28 0.2993



62
Properties=species:S:1:pos:R:3:mulliken_charge:R:1 method="wB97M-V/def2-TZVPD" homo_ev=-7.637 e_above_lowest_kj_mol=0.0 e_lumo_ev=-1.046 gap_ha=0.2422 charge=0
Au -1.58 0.08 1.84 0.5211
S -2.04 -2.07 0.92 -0.5388
P -0.65 -1.41 -0.45 0.9311
C -0.74 0.20 0.02 0.0028
P -0.61 1.86 -0.21 0.7897
S -1.59 2.51 1.43 -0.5532
C 1.11 2.45 -0.18 0.3094
C 2.08 1.68 0.45 -0.2681
C 3.38 2.15 0.55 -0.8044
C 3.72 3.39 0.03 -0.4231
C 2.75 4.16 -0.60 -0.7011
C 1.45 3.70 -0.70 -0.3276
C -1.24 2.42 -1.81 0.2448
C -2.54 2.91 -1.91 -0.3801
C -3.06 3.22 -3.16 -0.6639
C -2.29 3.05 -4.30 -0.4284
C -0.99 2.56 -4.20 -0.8363
C -0.46 2.26 -2.95 -0.1618
C -0.98 -1.72 -2.18 0.5631
C -2.11 -1.09 -2.71 -0.5782
C -2.44 -1.26 -4.05 -0.6718
C -1.64 -2.06 -4.86 -0.4781
C -0.52 -2.69 -4.33 -0.7004
C -0.19 -2.53 -2.99 -0.2497
C 0.98 -2.12 -0.10 0.2563
C 2.08 -1.62 -0.80 -0.0359
C 3.36 -2.07 -0.50 -0.7603
C 3.54 -3.02 0.50 -0.5443
C 2.45 -3.51 1.20 -0.6930
C 1.17 -3.06 0.90 -0.3930
H 1.81 0.71 0.86 0.5886
H 4.13 1.54 1.05 0.4403
H 4.74 3.75 0.10 0.3847
H 3.01 5.13 -1.01 0.3985
H 0.70 4.31 -1.19 0.4305
H -3.13 3.03 -1.01 0.3793
H -4.07 3.60 -3.24 0.4251
H -2.70 3.29 -5.27 0.4163
H -0.39 2.43 -5.09 0.4148
H 0.56 1.89 -2.88 0.4146
H -2.72 -0.47 -2.07 0.3467
H -3.31 -0.77 -4.46 0.4272
H -1.89 -2.19 -5.90 0.4025
H 0.10 -3.32 -4.96 0.4121
H 0.68 -3.03 -2.58 0.4049
H 1.94 -0.87 -1.57 0.4854
H 4.21 -1.68 -1.04 0.4454
H 4.54 -3.37 0.74 0.3993
H 2.59 -4.24 1.99 0.4348
H 0.32 -3.43 1.46 0.3777
F -0.03 -2.52 8.09 -0.3156
C -0.56 -1.89 7.03 0.7168
C 0.10 -1.85 5.82 -0.5114
F 1.29 -2.44 5.69 -0.3134
C -0.46 -1.19 4.74 0.2285
F 0.24 -1.17 3.58 -0.0343
C -1.70 -0.55 4.79 0.5595
O -2.27 0.08 3.80 -0.9628
C -2.34 -0.61 6.04 0.2872
F -3.53 -0.02 6.18 -0.3223
C -1.79 -1.26 7.13 0.1095
F -2.45 -1.28 8.29 -0.2974



64
Properties=species:S:1:pos:R:3:nbo_charge:R:1 method="wB97M-V/def2-TZVPD" homo_ev="-10.171 / -10.491" e_above_lowest_kj_mol=199.0 e_lumo_ev="-6.721 / -6.648" spin_multiplicity=2 gap_ha="0.1268 / 0.1412" charge=+1
Ir 0.42 0.03 0.53 1.1684
C 4.04 -2.06 -0.42 -0.2335
C 4.60 -1.36 -1.49 -0.1338
C 3.89 -0.34 -2.07 -0.2185
C 2.63 0.01 -1.57 0.3705
N 2.13 -0.61 -0.48 -0.4855
C 2.81 -1.65 0.05 0.0384
N 1.95 0.95 -2.32 -0.4838
C 0.73 1.30 -2.12 0.4660
N -0.13 0.95 -1.10 -0.5929
C -1.33 1.62 -1.25 0.4762
N -2.37 1.59 -0.50 -0.4948
C -2.53 0.81 0.62 0.3728
C -3.84 0.76 1.12 -0.2315
C -4.14 -0.02 2.20 -0.1407
C -3.12 -0.75 2.81 -0.2533
C -1.85 -0.66 2.31 0.0439
N -1.54 0.11 1.23 -0.4974
C -1.24 2.44 -2.47 -0.1111
C -2.16 3.28 -3.06 -0.1567
C -1.76 3.93 -4.23 -0.1848
C -0.49 3.73 -4.77 -0.1817
C 0.43 2.88 -4.17 -0.1834
C 0.02 2.24 -3.01 -0.0242
H 4.53 -2.89 0.04 0.2446
H 5.58 -1.64 -1.88 0.2378
H 4.25 0.20 -2.93 0.2486
H 2.34 -2.16 0.87 0.2448
H -4.58 1.35 0.60 0.2496
H -5.16 -0.07 2.58 0.2328
H -3.31 -1.39 3.66 0.2417
H -1.03 -1.19 2.75 0.2607
H -3.15 3.43 -2.64 0.2359
H -2.45 4.59 -4.73 0.2291
H -0.22 4.25 -5.68 0.2294
H 1.41 2.71 -4.58 0.2394
Br 1.30 3.68 0.03 0.1317
C 2.28 2.63 1.24 0.1456
C 3.38 3.22 1.84 -0.2448
C 4.09 2.50 2.79 -0.1271
C 3.65 1.23 3.13 -0.1952
C 2.56 0.71 2.48 0.0931
N 1.89 1.39 1.52 -0.4646
C 2.02 -0.66 2.85 0.7452
O 2.57 -1.32 3.69 -0.5724
O 0.94 -1.02 2.19 -0.7609
H 3.66 4.23 1.57 0.2515
H 4.95 2.94 3.27 0.2426
H 4.14 0.62 3.88 0.2682
O -6.95 2.95 5.11 -0.6434
C -6.24 3.72 4.26 0.7543
O -6.73 4.67 3.74 -0.5166
C -4.81 3.32 4.02 -0.0779
C -4.06 2.58 4.93 -0.2201
C -2.74 2.27 4.65 -0.1370
C -2.15 2.70 3.44 -0.3075
S -0.55 2.29 3.07 0.2528
C -2.92 3.46 2.54 -0.0822
C -4.23 3.77 2.83 -0.2016
H -6.44 2.17 5.39 0.4833
H -4.48 2.27 5.88 0.2263
H -2.14 1.70 5.35 0.2425
H -2.46 3.79 1.61 0.2327
H -4.83 4.37 2.15 0.2580



84
Properties=species:S:1:pos:R:3:mulliken_charge:R:1 method="wB97M-V/def2-TZVPD" homo_ev="-7.781 / -7.547" e_above_lowest_kj_mol=61.0 e_lumo_ev="-1.224 / -1.378" spin_multiplicity=2 gap_ha="0.2409 / 0.2267" charge=0
Re 1.16 0.09 0.54 2.5084
S 2.54 3.70 7.03 0.1295
N 1.67 2.37 6.74 -0.6953
C 1.74 2.15 5.44 0.7562
C 1.10 1.05 4.74 0.4012
C 0.37 0.03 5.35 -0.8516
C -0.17 -0.96 4.56 -1.2459
C 0.02 -0.93 3.19 -0.0850
N 0.73 0.03 2.58 0.0855
C 1.26 1.01 3.35 0.0898
C 2.06 1.99 2.65 -0.5116
N 2.19 1.77 1.32 1.0333
C 2.96 2.58 0.61 -0.5423
C 3.65 3.65 1.19 -1.0515
C 3.52 3.88 2.55 -0.7818
C 2.70 3.04 3.30 0.8845
C 2.51 3.12 4.74 0.6220
N 3.01 4.05 5.53 -0.7101
H 0.25 0.04 6.43 0.5706
H -0.75 -1.76 4.99 0.5259
H -0.43 -1.66 2.54 0.3890
H 3.04 2.36 -0.44 0.5994
H 4.28 4.27 0.58 0.4707
H 4.04 4.69 3.04 0.5454
F -2.78 -4.15 1.44 -0.2044
C -3.87 -3.47 1.10 0.4813
F -4.69 -4.26 0.45 -0.2187
F -4.46 -3.04 2.22 -0.2238
S -3.40 -1.98 0.10 0.9888
O -2.09 -1.59 0.64 -0.9034
O -4.44 -1.00 0.25 -0.6068
N -3.22 -2.66 -1.29 -0.3181
S -3.12 -1.81 -2.62 1.1569
O -2.59 -0.49 -2.39 -0.8169
O -2.57 -2.62 -3.65 -0.6828
C -4.91 -1.51 -3.11 0.4488
F -5.73 -2.21 -2.35 -0.2200
F -5.08 -1.87 -4.37 -0.2134
F -5.20 -0.21 -2.99 -0.2219
Te -0.13 -1.81 -0.76 -0.4658
C -0.07 -3.82 -0.24 2.9212
C -0.66 -4.72 -1.12 -0.6826
C -0.59 -6.08 -0.84 -0.7587
C 0.06 -6.53 0.30 -0.8698
C 0.64 -5.62 1.18 -0.7376
C 0.59 -4.26 0.91 -1.1151
H -1.19 -4.37 -2.00 0.3498
H -1.06 -6.79 -1.52 0.5699
H 0.10 -7.59 0.51 0.3879
H 1.15 -5.97 2.06 0.4450
H 1.08 -3.55 1.57 0.1263
O 1.93 0.14 -3.79 -0.7268
C 1.72 -0.32 -2.68 0.1308
O 1.46 0.37 -1.62 -0.6770
C 1.70 -1.87 -2.57 -0.0896
C 2.52 -2.50 -1.63 -0.2936
C 2.81 -3.87 -1.68 -1.0022
C 2.22 -4.57 -2.70 0.9036
O 2.32 -5.88 -2.97 -0.5370
C 1.56 -6.12 -4.16 -0.4107
O 0.99 -4.88 -4.56 -0.5379
C 1.42 -3.94 -3.67 0.7215
C 1.17 -2.61 -3.67 -1.1724
H 2.99 -1.88 -0.89 0.8472
H 3.46 -4.34 -0.95 0.5957
H 0.77 -6.84 -3.94 0.3236
H 2.23 -6.49 -4.94 0.3083
H 0.60 -2.12 -4.44 0.5700
N -1.10 1.45 -1.03 0.2230
C -1.56 2.65 -1.37 -0.0013
C -1.12 3.55 -0.42 -1.4282
C -0.40 2.78 0.48 -0.2733
N -0.39 1.49 0.11 0.2642
H -1.35 0.58 -1.48 0.0114
H -2.18 2.78 -2.24 0.5248
H -1.31 4.61 -0.37 0.4387
H 0.07 3.08 1.40 0.6136
F 4.01 0.07 2.89 -0.4356
Te 4.32 -1.20 1.54 2.0143
F 4.93 -2.24 2.95 -0.3801
F 2.62 -1.98 1.93 -0.5147
F 6.06 -0.56 1.38 -0.3875
F 4.75 -2.70 0.51 -0.4191
O 3.59 -0.26 0.19 -0.9559



68
Properties=species:S:1:pos:R:3:nbo_charge:R:1 method="wB97M-V/def2-TZVPD" homo_ev="-10.821 / -10.821" e_above_lowest_kj_mol=200.0 e_lumo_ev="-3.884 / -3.880" gap_ha="0.2549 / 0.2551" charge=+1
Pt -1.10 -1.90 -1.08 0.8241
C -3.88 2.28 1.49 -0.2369
N -3.57 1.23 0.55 -0.1419
C -2.42 0.56 0.41 0.2061
N -2.52 -0.25 -0.64 -0.5638
C -3.77 -0.04 -1.11 0.1654
N -4.41 0.86 -0.41 -0.2405
C -3.26 3.57 1.02 -0.0461
C -4.04 4.61 0.54 -0.1760
C -3.44 5.77 0.06 -0.1895
C -2.07 5.89 0.04 -0.1777
C -1.28 4.84 0.51 -0.0331
C -1.88 3.69 1.01 -0.2076
C 0.16 4.92 0.43 0.4331
N 0.90 5.95 0.14 -0.2627
N 2.17 5.54 0.11 -0.2604
C 2.18 4.27 0.39 0.4220
O 0.93 3.81 0.62 -0.4177
C 3.32 3.38 0.40 -0.0292
C 4.58 3.83 0.02 -0.1721
C 5.64 2.94 -0.01 -0.1911
C 5.44 1.61 0.31 -0.1888
C 4.19 1.15 0.71 -0.0407
C 4.00 -0.30 1.08 -0.2395
N 2.62 -0.69 0.99 -0.1547
C 1.84 -0.69 -0.09 0.1927
N 0.61 -1.07 0.25 -0.5978
C 0.70 -1.28 1.59 0.1365
N 1.90 -1.06 2.05 -0.2441
C 3.14 2.04 0.76 -0.2264
H -3.48 1.99 2.47 0.2289
H -4.97 2.35 1.54 0.2519
H -1.56 0.66 1.04 0.2259
H -4.19 -0.54 -1.95 0.2287
H -5.12 4.52 0.53 0.2236
H -4.06 6.58 -0.30 0.2310
H -1.58 6.78 -0.34 0.2467
H -1.26 2.90 1.40 0.2072
H 4.70 4.87 -0.24 0.2457
H 6.62 3.29 -0.30 0.2305
H 6.27 0.91 0.25 0.2187
H 4.31 -0.46 2.12 0.2586
H 4.60 -0.94 0.44 0.2249
H 2.17 -0.38 -1.06 0.2256
H -0.12 -1.61 2.20 0.2190
H 2.16 1.72 1.09 0.2194
F 0.57 -4.07 0.51 -0.3199
C -0.74 -4.29 0.80 0.2802
C -1.69 -3.50 0.18 -0.3212
C -3.02 -3.78 0.46 0.3560
F -3.97 -3.04 -0.13 -0.3145
C -3.40 -4.81 1.32 0.2554
F -4.69 -5.06 1.56 -0.2755
C -2.41 -5.57 1.94 0.2936
F -2.75 -6.54 2.78 -0.2720
C -1.07 -5.31 1.68 0.2642
F -0.11 -6.04 2.27 -0.2782
I 0.21 -0.85 -3.43 0.2770
C 0.76 -2.90 -3.22 0.1120
C 1.91 -3.44 -3.74 -0.2758
C 2.11 -4.80 -3.52 -0.1208
C 1.15 -5.53 -2.84 -0.2314
C 0.02 -4.89 -2.38 0.0742
N -0.16 -3.58 -2.55 -0.4980
H 2.63 -2.84 -4.28 0.2492
H 2.99 -5.29 -3.92 0.2429
H 1.28 -6.59 -2.67 0.2475
H -0.78 -5.41 -1.88 0.2274



69
Properties=species:S:1:pos:R:3:nbo_charge:R:1 method="wB97M-V/def2-TZVPD" homo_ev=-8.137 e_above_lowest_kj_mol=0.0 e_lumo_ev=-1.951 gap_ha=0.2273 charge=0
Rh -0.41 0.27 -1.07 0.8061
O 1.65 -3.00 0.20 -0.5358
C 1.23 -1.94 -0.20 0.6465
N -0.08 -1.59 -0.48 -0.6502
C -1.15 -2.44 -0.48 0.6432
O -1.18 -3.63 -0.26 -0.5360
C -2.43 -1.70 -0.86 0.1228
C -3.64 -2.37 -0.94 -0.2033
C -4.78 -1.65 -1.25 -0.1365
C -4.69 -0.28 -1.45 -0.2269
C -3.45 0.33 -1.35 0.0587
N -2.35 -0.38 -1.09 -0.4141
C 2.16 -0.77 -0.45 0.1089
C 3.52 -0.91 -0.30 -0.1499
C 4.34 0.18 -0.58 -0.1375
C 3.76 1.37 -1.00 -0.2353
C 2.38 1.44 -1.13 0.0743
N 1.61 0.39 -0.86 -0.4303
H -3.64 -3.44 -0.75 0.2621
H -5.73 -2.15 -1.34 0.2355
H -5.56 0.31 -1.68 0.2417
H -3.30 1.39 -1.50 0.2419
H 3.91 -1.86 0.02 0.2512
H 5.41 0.10 -0.47 0.2272
H 4.36 2.24 -1.22 0.2383
H 1.87 2.34 -1.44 0.2558
Se -0.98 0.93 1.16 -0.0999
P 0.73 2.00 2.14 0.9814
Se 1.48 3.74 1.23 -0.4807
C -0.13 2.33 3.71 -0.3152
C -0.62 3.61 3.96 -0.2049
C -1.31 3.87 5.13 -0.2094
C -1.53 2.86 6.06 -0.1909
C -1.04 1.58 5.81 -0.2021
C -0.35 1.31 4.64 -0.2185
C 2.01 0.76 2.53 -0.4463
C 1.70 -0.59 2.68 -0.2100
C 2.69 -1.50 3.03 -0.2007
C 3.99 -1.06 3.24 -0.1968
C 4.30 0.29 3.09 -0.2317
C 3.31 1.20 2.73 -0.1317
H -0.44 4.39 3.24 0.2455
H -1.69 4.87 5.32 0.2190
H -2.06 3.07 6.97 0.2164
H -1.20 0.79 6.53 0.2167
H 0.03 0.32 4.46 0.2240
H 0.69 -0.94 2.50 0.2378
H 2.45 -2.55 3.12 0.2311
H 4.76 -1.76 3.51 0.2190
H 5.31 0.63 3.25 0.2182
H 3.55 2.25 2.60 0.2364
O -1.49 2.86 -3.92 -0.6044
C -1.07 2.00 -3.18 0.7485
O -0.68 2.13 -1.95 -0.7041
C -1.03 0.55 -3.66 -0.1225
C -2.21 -0.04 -4.14 -0.0984
C -2.22 -1.39 -4.39 0.0149
C -1.10 -2.20 -4.27 -0.1975
C 0.06 -1.58 -3.88 0.1162
C 0.12 -0.22 -3.56 -0.2705
N 1.29 -2.39 -3.75 0.5196
O 1.23 -3.55 -4.08 -0.3386
O 2.27 -1.83 -3.30 -0.3769
N -3.50 -2.02 -4.78 0.5298
O -4.49 -1.32 -4.78 -0.3657
O -3.47 -3.20 -5.05 -0.3530
H -3.10 0.56 -4.27 0.2659
H -1.14 -3.26 -4.48 0.2922
H 1.08 0.22 -3.29 0.2792